No. 1
ORCA calculation (wB97M-V/def2-TZVPD) on the molecule CHClF2O2 at a distorted geometry.

Properties
Strongest force on any atom: 5.74 eV Å⁻¹
HOMO-LUMO gap: 11.90 eV
E_HOMO: -11.2 eV
SMILES string: OOC(F)(F)Cl
ΔE to the lowest compared entry with this formula, charge and spin: 12.84 kcal per mole
Lowest unoccupied orbital energy: 0.7 eV

Element x y z (Å)
C -0.48 0.17 -0.50
O 1.36 0.13 0.89
O -0.02 -0.10 0.80
F 0.12 -0.63 -1.32
F -0.52 1.40 -0.99
Cl -2.07 -0.44 -0.29
H 1.62 -0.54 1.41

=====

No. 2
ORCA calculation (wB97M-V/def2-TZVPD) on a structure of composition C41H34ClMoN2O4PS3 at a distorted geometry.

Properties
Net charge: +2
Strongest force on any atom: 1.51 eV Å⁻¹
HOMO-LUMO gap: 4.74 eV
E_HOMO: -12.7 eV
Lowest unoccupied orbital energy: -7.9 eV

Element x y z (Å)
Mo -0.26 0.32 0.65
C 3.10 2.04 1.04
C 1.86 1.82 1.83
N 1.41 0.58 1.95
N 0.38 0.43 2.89
C -0.25 -0.75 2.83
S 0.10 -1.88 1.55
S -1.49 -1.14 3.96
C -1.63 0.41 4.92
C -2.93 0.42 5.69
C -2.88 0.66 7.06
C -4.06 0.72 7.80
C -5.28 0.53 7.19
C -5.33 0.28 5.82
C -4.16 0.23 5.07
C 1.14 2.94 2.43
C 1.70 3.95 3.20
C 0.88 4.94 3.71
C -0.49 4.93 3.41
C -1.04 3.95 2.60
C -0.22 2.97 2.12
O -0.68 2.04 1.23
H 3.57 1.10 0.77
H 3.80 2.62 1.65
H 2.88 2.65 0.16
H -1.56 1.23 4.21
H -0.77 0.46 5.59
H -1.93 0.80 7.55
H -4.01 0.91 8.87
H -6.20 0.56 7.77
H -6.29 0.13 5.33
H -4.21 0.04 4.00
H 2.76 3.95 3.43
H 1.29 5.72 4.33
H -1.12 5.72 3.80
H -2.09 3.96 2.33
O -2.25 0.43 -0.16
S -1.92 1.39 -1.28
O -2.61 2.63 -1.28
O -0.41 1.44 -1.21
C -2.20 0.47 -2.72
C -3.10 0.89 -3.68
C -3.34 0.05 -4.76
C -2.72 -1.18 -4.83
C -1.82 -1.59 -3.85
C -1.52 -0.76 -2.78
P -0.40 -1.35 -1.44
C 1.18 -1.81 -2.26
C 1.36 -1.77 -3.65
C 2.50 -2.31 -4.23
C 3.49 -2.87 -3.43
C 3.33 -2.90 -2.05
C 2.19 -2.37 -1.46
C -1.17 -2.97 -1.10
C -0.59 -4.17 -1.49
C -1.25 -5.37 -1.27
C -2.49 -5.37 -0.65
C -3.08 -4.17 -0.25
C -2.42 -2.97 -0.47
H -3.61 1.84 -3.57
H -4.04 0.35 -5.54
H -2.94 -1.85 -5.66
H -1.39 -2.59 -3.90
H 0.60 -1.35 -4.29
H 2.62 -2.29 -5.31
H 4.37 -3.31 -3.89
H 4.09 -3.35 -1.42
H 2.08 -2.42 -0.39
H 0.39 -4.19 -1.98
H -0.79 -6.31 -1.57
H -3.01 -6.31 -0.48
H -4.04 -4.17 0.23
H -2.87 -2.04 -0.16
Cl 7.33 1.15 -5.52
C 5.92 1.09 -4.60
C 6.00 0.57 -3.30
C 4.86 0.52 -2.56
C 3.62 0.99 -3.10
C 2.49 0.96 -2.34
C 3.59 1.50 -4.43
C 4.72 1.55 -5.18
H 6.95 0.23 -2.91
H 4.89 0.13 -1.54
H 2.51 0.58 -1.33
H 1.55 1.36 -2.71
H 2.65 1.86 -4.84
H 4.73 1.95 -6.19

=====

No. 3
ORCA calculation (wB97M-V/def2-TZVPD) on the molecule C6H9NO2 at a distorted geometry.

Properties
Strongest force on any atom: 3.28 eV Å⁻¹
HOMO-LUMO gap: 8.41 eV
E_HOMO: -7.7 eV
SMILES string: C=C/C(N)=C(/O)C(=C)O
ΔE to the lowest compared entry with this formula, charge and spin: 79.05 kcal per mole
Lowest unoccupied orbital energy: 0.7 eV

Element x y z (Å)
C 1.07 -0.10 -0.14
C 0.54 0.50 1.11
C 0.05 -0.56 -0.88
N 0.06 -1.45 -1.97
C -1.24 -0.17 -0.23
C 0.57 -0.26 2.23
C -1.76 0.98 -0.68
O 2.42 -0.22 -0.34
O 0.36 1.86 1.11
H 2.58 -0.79 -1.10
H 0.13 2.15 2.00
H 0.76 -1.26 -2.66
H -0.85 -1.54 -2.39
H -1.84 -0.94 0.22
H 0.06 0.03 3.14
H 1.06 -1.22 2.23
H -1.15 1.78 -1.07
H -2.81 1.21 -0.58